*one*
Here is a cluster of 2 separate species, CH4BBrO2 in total from the Open Molecules 2025 dataset. Energies are from the ωB97M-V functional and the def2-TZVPD basis.

CARTESIAN COORDINATES (ANGSTROEM)
Br -3.485 -0.466 0.468
O 0.104 -1.287 0.691
O -0.517 -0.262 -1.404
C 0.485 1.185 0.352
B -0.014 -0.171 -0.145
H -0.336 -1.929 0.270
H -1.213 -0.969 -1.281
H 0.649 1.325 1.394
H 0.386 2.112 -0.140

E_HOMO (spin up / spin down) ... -11.574 / -9.219 eV
E_LUMO (spin up / spin down) ... -0.7 / -4.1 eV
2S+1 ... 1

*two*
Here is a cluster of 2 separate species, CH4BBrO2 in total from the Open Molecules 2025 dataset. Energies are from the ωB97M-V functional and the def2-TZVPD basis.

CARTESIAN COORDINATES (ANGSTROEM)
Br -2.190 -0.569 0.034
O 3.014 -0.490 -0.109
O 0.780 -1.487 0.272
C -1.835 1.463 0.365
B 1.892 -0.956 0.172
H -2.837 1.912 0.585
H -0.718 -1.014 0.405
H -1.611 1.660 -0.803
H 3.505 -0.519 -0.922

E_HOMO ... -7.129 eV
E_LUMO ... -0.5 eV
2S+1 ... 1

*one* is the most stable structure; the next one sits 44.1 kcal/mol above it.

*one*
Here is a cluster of 2 separate species, C6H14N2O3S in total from the Open Molecules 2025 dataset. Energies are from the ωB97M-V functional and the def2-TZVPD basis.

CARTESIAN COORDINATES (ANGSTROEM)
S -1.280 2.231 -2.115
O -0.355 1.212 -2.543
O -0.561 2.984 -0.896
O -1.866 3.169 -3.041
N -2.551 1.340 -1.219
N -3.655 1.826 -1.346
C 0.186 0.492 1.240
C -0.011 -0.698 0.237
C 2.139 -0.420 -1.160
C 1.246 -1.304 -0.221
C -2.251 1.106 1.267
C -0.966 1.420 1.385
H -0.680 -1.275 0.819
H 0.060 2.283 -0.382
H -0.635 -0.468 -0.598
H 3.069 -1.100 -1.395
H -3.645 2.695 -1.752
H 1.078 -2.261 -0.734
H -3.107 1.825 1.275
H 2.466 0.546 -0.619
H 1.064 1.120 1.003
H 0.421 -0.079 2.247
H 1.893 -1.445 0.666
H -2.690 0.138 1.112
H 1.755 -0.190 -2.078
H -0.662 2.474 1.301

E_HOMO ... -9.533 eV
E_LUMO ... -0.5 eV
2S+1 ... 1

*two*
Here is a cluster of 2 separate species, C6H14N2O3S in total from the Open Molecules 2025 dataset. Energies are from the ωB97M-V functional and the def2-TZVPD basis.

CARTESIAN COORDINATES (ANGSTROEM)
S -2.603 -1.483 1.713
O 1.289 -1.445 0.774
O 2.786 -0.008 1.092
O -2.809 2.250 0.006
N -0.908 0.439 0.643
N 2.161 -2.729 -1.366
C 2.465 -1.021 0.394
C -3.261 1.115 0.850
C 3.853 -1.090 -1.728
C 3.099 -1.872 -0.686
C -2.204 -0.042 0.961
C -3.848 3.359 0.104
H 4.512 -1.954 -2.055
H -4.167 0.460 0.551
H 1.357 -2.169 -1.788
H -0.032 -0.129 0.947
H -3.100 4.259 -0.156
H 1.204 -0.751 1.539
H -0.955 1.331 0.224
H -3.481 1.448 1.957
H -3.942 3.666 1.252
H 4.556 -0.189 -1.494
H 1.892 -3.334 -0.596
H 3.305 -0.722 -2.540
H 3.650 -2.614 -0.058
H -4.819 3.224 -0.539

E_HOMO ... -8.497 eV
E_LUMO ... 0.4 eV
2S+1 ... 1

*two* is the most stable structure; the next one sits 23.7 kcal/mol above it.

*one*
Here is a structure of composition C2H7N3O2 from the Open Molecules 2025 dataset. Energies are from the ωB97M-V functional and the def2-TZVPD basis.

CARTESIAN COORDINATES (ANGSTROEM)
O -0.225 1.879 1.027
O 0.925 -1.226 0.649
N -0.749 0.010 -0.283
N 1.517 1.070 -0.575
N -1.145 -2.100 0.558
C -0.255 -1.085 0.367
C -0.256 1.385 -0.077
H -1.741 -0.009 -0.497
H 1.652 0.176 -0.068
H -0.813 -2.900 1.067
H 2.073 1.807 -0.162
H -2.138 -1.940 0.540
H 1.698 0.969 -1.566
H -0.542 1.963 -0.980

E_HOMO ... -9.111 eV
E_LUMO ... 0.7 eV
2S+1 ... 1

*two*
Here is a structure of composition C2H7N3O2 from the Open Molecules 2025 dataset. Energies are from the ωB97M-V functional and the def2-TZVPD basis.

CARTESIAN COORDINATES (ANGSTROEM)
O -1.668 1.199 0.256
O 1.602 -0.562 -0.602
N -0.541 -1.332 1.224
N 2.632 0.152 0.058
N -2.823 0.554 -0.152
C -0.157 -0.461 0.495
C -0.013 0.607 -0.369
H 0.014 -2.158 1.425
H -0.276 0.478 -1.410
H 0.527 1.476 -0.017
H -2.780 0.356 -1.153
H 3.225 0.546 -0.672
H -2.938 -0.318 0.365
H 3.195 -0.537 0.552

E_HOMO (spin up / spin down) ... -7.553 / -7.554 eV
E_LUMO (spin up / spin down) ... 0.4 / 0.4 eV
2S+1 ... 1

*three*
Here is a cluster of 2 separate species, C2H7N3O2 in total from the Open Molecules 2025 dataset. Energies are from the ωB97M-V functional and the def2-TZVPD basis.

CARTESIAN COORDINATES (ANGSTROEM)
O 2.458 -0.555 -1.639
O 0.558 0.294 -2.490
N -1.808 0.682 -1.116
N 1.297 -0.112 -1.515
N 0.821 -0.004 -0.318
C 1.575 -0.504 0.765
C -1.310 -0.137 -0.158
H -1.069 0.198 0.816
H -1.953 0.399 -2.044
H 1.651 0.140 1.635
H 2.585 -0.715 0.481
H -1.453 -1.176 -0.458
H 1.172 -1.482 1.216
H -1.421 1.539 -1.046

E_HOMO ... -9.149 eV
E_LUMO ... 0.1 eV
2S+1 ... 1

*four*
Here is the molecule C2H7N3O2 from the Open Molecules 2025 dataset. Energies are from the ωB97M-V functional and the def2-TZVPD basis.

CARTESIAN COORDINATES (ANGSTROEM)
O 2.506 0.015 -0.219
O -0.858 1.819 -0.265
N -0.927 -1.172 -0.249
N 0.109 0.933 0.321
N 1.372 -0.799 0.184
C 0.072 -0.325 -0.007
C -2.292 -0.774 0.091
H -1.507 1.765 0.490
H -2.898 -1.735 0.021
H 1.694 -1.832 -0.142
H 2.986 -0.068 0.627
H -2.639 -0.081 -0.600
H -2.421 -0.164 0.996
H 1.042 1.297 0.186

E_HOMO ... -8.581 eV
E_LUMO ... 0.7 eV
2S+1 ... 1

*one* is the most stable structure; the next one sits 116.5 kcal/mol above it.

*one*
Here is the molecule C3H4N2O2S from the Open Molecules 2025 dataset. Energies are from the ωB97M-V functional and the def2-TZVPD basis.

CARTESIAN COORDINATES (ANGSTROEM)
S 2.446 0.190 -0.002
O -1.046 -1.423 -0.003
O -0.300 1.933 0.004
N -1.409 -0.086 0.004
N 0.323 -1.483 0.000
C -2.811 0.230 0.000
C -0.317 0.723 -0.002
C 0.767 -0.279 0.001
H -3.302 -0.182 -0.890
H 2.900 -1.105 0.024
H -2.869 1.301 -0.035
H -3.318 -0.192 0.904

E_HOMO ... -9.228 eV
E_LUMO ... 0.6 eV
2S+1 ... 1

*two*
Here is the molecule C3H4N2O2S from the Open Molecules 2025 dataset. Energies are from the ωB97M-V functional and the def2-TZVPD basis.

CARTESIAN COORDINATES (ANGSTROEM)
S -0.794 1.778 -0.234
O -2.442 -1.396 -0.416
O -1.491 -0.638 1.315
N -1.601 -0.696 0.119
N 0.558 1.813 0.709
C 1.319 0.778 0.640
C 0.934 -0.441 -0.146
C -0.651 0.031 -0.731
H -0.721 -0.145 -1.826
H 0.994 -1.374 0.549
H 1.631 -0.443 -1.039
H 2.262 0.732 1.061

E_HOMO ... -9.228 eV
E_LUMO ... 0.0 eV
2S+1 ... 1

*one* is the most stable structure; the next one sits 37.2 kcal/mol above it.

*one*
Here is a cluster of 2 separate species, CH5N2S in total from the Open Molecules 2025 dataset. Energies are from the ωB97M-V functional and the def2-TZVPD basis.

CARTESIAN COORDINATES (ANGSTROEM)
S 1.133 1.830 1.226
N -0.675 -1.352 -0.527
N 0.181 0.700 0.304
C 0.239 -0.599 0.115
H 0.843 2.670 0.324
H -0.256 -2.350 -0.755
H -1.071 1.303 -0.113
H -1.439 -0.970 -1.114
H 1.046 -1.231 0.539

E_HOMO ... -14.190 eV
Net charge ... +1
E_LUMO ... -5.2 eV
2S+1 ... 1

*two*
Here is a cluster of 2 separate species, CH5N2S in total from the Open Molecules 2025 dataset. Energies are from the ωB97M-V functional and the def2-TZVPD basis.

CARTESIAN COORDINATES (ANGSTROEM)
S -0.098 -0.582 2.668
N 0.866 0.131 -2.179
N 0.198 -0.427 0.899
C -0.560 0.183 0.123
H -1.515 -0.649 2.561
H 1.078 -0.648 0.473
H -1.505 0.505 -0.048
H 1.486 0.906 -1.915
H 0.051 0.581 -2.583

E_HOMO (spin up / spin down) ... -14.636 / -14.635 eV
Net charge ... +1
E_LUMO (spin up / spin down) ... -7.4 / -7.4 eV
2S+1 ... 1

*one* is the most stable structure; the next one sits 99.0 kcal/mol above it.